Record 1
Below is a molecular structure, C43H35IrN5PS2 at a distorted geometry, with properties calculated with ωB97M-V with the def2-TZVPD basis set.

```
87
Properties=species:S:1:pos:R:3:forces:R:3:mulliken_charge:R:1
P 0.150471 -1.070489 -1.172801 0.0091 0.1051 -0.1211 1.70
H 3.573661 2.426421 -0.770308 0.0097 0.0302 -0.0955 0.60
H -3.010310 -3.852263 1.397342 -0.0206 0.0273 0.0213 0.38
H -8.989712 -1.547913 2.247763 -0.0015 0.0022 -0.0034 0.41
C 1.534165 2.993394 -4.875148 0.0015 -0.0034 -0.0414 -1.32
C 0.262132 -2.135504 -2.610283 -0.2424 0.0035 -0.0200 0.54
C 0.584829 -2.325632 1.228999 -0.0867 0.0897 -0.0375 -0.66
S -6.794773 0.386872 0.168116 0.0165 -0.0649 0.0735 -0.14
H 2.776902 -2.426112 -1.211087 -0.0382 0.0030 0.0164 0.61
C 0.367048 -3.515126 -2.442898 0.0213 0.0079 -0.0050 -0.57
H -2.194854 -2.814239 -0.635964 -0.0074 0.0088 0.0026 0.58
N -0.225949 2.891537 -1.688417 0.4153 -0.1937 0.0117 -0.25
C 2.932501 -1.369056 -1.028125 0.0792 -0.1642 0.3040 0.02
C 1.041139 4.403087 -2.723689 -0.0010 0.0230 -0.1375 -1.40
C 4.234677 -0.873195 -1.026935 0.0056 -0.0424 -0.0005 -0.91
H 4.661282 0.015402 3.043546 -0.0050 -0.0048 -0.0001 0.50
C 5.542726 3.172677 2.462686 -0.0341 -0.0110 -0.0025 -0.46
C 0.172004 -2.806460 2.580450 -0.0395 0.1158 -0.0202 -0.35
H 2.001513 3.888085 -5.277578 0.0037 0.0025 0.0062 0.38
H 5.476385 0.879275 -1.028419 0.0063 -0.0081 0.0033 0.54
S 3.904599 3.387356 2.037340 -0.0116 -0.0648 -0.0234 -0.11
H 2.362668 -0.161424 3.844674 -0.0129 -0.0032 0.0167 0.68
C -5.946034 -0.438755 1.426308 -0.1522 -0.0218 -0.0234 0.31
H 1.550894 5.322613 -2.954888 0.0168 -0.0058 0.0082 0.47
C 0.383275 -2.417724 -4.998034 0.0041 -0.0229 0.0108 -0.93
C 4.469479 0.493232 -0.942721 0.0418 -0.0336 0.2039 -1.09
C -4.504129 -0.323122 1.585546 0.0975 -0.0493 0.0922 1.17
C 1.358635 1.663905 1.127759 -0.9477 0.9942 2.7745 -0.61
C 1.860012 -0.518629 -0.832408 -0.1821 0.3845 -0.1173 0.51
H -1.076716 5.141251 -0.296646 0.0027 0.0130 -0.0034 0.33
H 1.342209 1.476070 -1.128216 -0.2096 0.2909 0.7652 -1.04
Ir -1.192562 1.659007 -0.336972 -0.6490 0.2143 -0.3808 0.18
C -1.623101 -2.749265 0.283003 -0.0709 -0.1390 -0.0457 -1.06
C -3.741135 0.449605 0.708703 0.0701 -0.0220 0.0232 -0.95
H 0.587222 -4.437112 -5.690514 0.0035 -0.0026 0.0014 0.42
H 0.374607 -1.695129 4.516382 -0.0003 -0.0361 -0.0048 0.73
N 0.022042 1.379540 1.187375 0.5131 -0.8113 0.3961 0.21
H 0.878744 -3.525003 2.993476 -0.0016 -0.0051 -0.0231 0.52
C -8.158247 -1.053461 1.769098 -0.0905 -0.0287 0.0176 -0.60
H -4.341280 -1.700563 3.233095 -0.0151 -0.0003 -0.0061 0.48
C -1.792294 0.002943 1.886815 -0.2813 -0.1411 0.0435 -0.05
C 1.723805 0.219636 3.057002 -0.5317 -0.3548 0.1108 -0.98
H 0.351996 -3.952675 -1.452490 -0.0012 0.0012 0.0031 0.38
N 0.204185 2.393826 -2.873689 -0.2447 0.1210 0.0296 0.38
H -0.113626 1.455451 -3.098737 0.1064 -0.0242 0.0177 0.22
C 0.264429 -1.592288 -3.893683 0.0065 0.0314 -0.0467 -0.20
H 2.291275 2.210345 -4.814802 -0.0053 -0.0054 -0.0017 0.30
C 3.404433 1.357409 -0.788693 -0.1572 -0.0531 0.4237 -0.29
H -4.178963 0.946760 -0.147286 0.0021 0.0060 0.0079 0.36
H 1.605089 -1.974606 1.142231 0.0174 0.0386 0.0138 0.56
H -9.194142 0.014162 0.152662 -0.0003 -0.0001 -0.0033 0.46
C -0.283858 -2.134481 0.226995 0.1373 -0.0167 0.0611 0.63
H 0.460969 5.966199 -0.530513 0.0083 0.0008 0.0068 0.39
C 3.539169 1.727953 2.350849 0.0336 0.1046 0.1255 -0.19
C 2.084829 0.870729 -0.628422 0.9708 -0.8258 -2.5818 0.89
C -3.808147 -1.017601 2.583876 -0.1289 0.0217 -0.0315 -0.69
H 5.061341 -1.561477 -1.143231 0.0168 0.0232 -0.0633 0.49
C 2.186920 1.194830 2.219783 0.1794 0.3024 -0.7051 0.54
C -0.068852 -1.552266 3.532676 -0.0134 -0.0381 -0.0186 -0.38
H 0.568247 -5.409073 -3.418898 0.0019 -0.0016 -0.0062 0.44
C -2.071038 -3.312279 1.403119 0.0099 -0.0284 -0.0213 -1.21
C 0.488667 -4.338766 -3.552343 0.0067 -0.0190 -0.0188 -0.83
C -1.329974 -3.179517 2.700936 -0.0214 0.0208 0.0311 -0.22
H 6.777597 1.554445 3.165306 0.0002 -0.0013 -0.0027 0.45
H -2.030631 -2.029479 4.497807 -0.0037 0.0241 -0.0052 0.73
C 0.498053 -3.792163 -4.826786 -0.0052 0.0167 0.0083 -0.54
H -6.522283 -1.757290 3.052368 0.0009 -0.0062 0.0024 0.39
C -6.817894 -1.165404 2.198567 0.0914 0.0696 -0.0541 -0.41
C 0.403941 -0.266364 2.921669 0.8314 -0.1369 0.4274 0.57
C -0.397533 0.359929 2.027752 -0.2983 0.7225 -0.9091 -0.16
C 5.802456 1.892149 2.848278 0.0389 0.0204 -0.0001 -0.77
H 1.566733 2.684186 0.824017 0.1885 -0.2788 -0.7414 0.41
H -1.494233 -4.048195 3.335088 0.0064 -0.0232 -0.0275 0.57
C -1.601041 -1.850634 3.513435 -0.0324 0.0143 0.0352 -0.62
H 0.381209 -1.994097 -5.993108 -0.0001 0.0032 -0.0010 0.46
C -0.001845 4.990373 -0.407830 -0.0046 -0.0104 0.0415 -1.32
C -8.291027 -0.246020 0.680527 0.0376 0.0257 -0.0153 -0.38
H 6.226630 4.005141 2.424088 -0.0118 0.0114 -0.0050 0.51
H 0.759816 2.671599 -5.571719 0.0068 -0.0066 -0.0025 0.34
N -2.430092 0.610352 0.878420 0.1307 -0.0641 0.0541 -0.73
H 0.374118 4.555390 0.521318 -0.0017 0.0046 -0.0042 0.23
C 4.654847 1.067098 2.792499 -0.0344 -0.0363 -0.0754 -0.43
N -0.830011 0.168508 -1.526431 0.2926 -0.1629 0.2495 -0.68
H 0.161424 -0.524601 -4.037017 0.0045 -0.0022 0.0209 0.18
C 0.289681 4.126175 -1.585970 -0.1398 -0.0690 0.0600 1.03
C 0.957893 3.277848 -3.534216 0.0145 0.0366 0.0269 1.05
C -2.439286 -0.897313 2.718175 0.2780 0.1089 -0.0950 0.26
```
Forces are in eV/Å.

Results
HOMO level, eV: -12.5739
Multiplicity: 1
Net charge: +2

---

Record 2
Below is a molecular structure, C43H35O8Ru at a distorted geometry, with properties calculated with ωB97M-V with the def2-TZVPD basis set.

```
87
Properties=species:S:1:pos:R:3:forces:R:3:mulliken_charge:R:1
H -4.934657 3.088447 3.697176 0.0165 -0.0314 -0.0037 0.39
C 5.286819 -0.387859 3.728787 -0.2313 0.0630 -0.0091 -0.97
H -1.490478 3.563798 0.205767 -0.0236 0.0226 0.0592 0.22
H 1.731737 3.297180 -4.388064 -0.0111 -0.0181 0.0021 0.39
H 3.912066 -2.520391 -3.683160 -0.0081 0.0020 -0.0116 0.38
C -1.559344 1.182104 -0.708829 0.1769 -0.1646 0.0800 -0.79
C -1.000430 0.003050 -1.515734 0.0668 0.0106 0.1725 -1.54
C 1.891081 1.866986 -0.810845 -0.0884 -0.0757 -0.0973 -0.14
O -1.450423 0.297388 -2.847227 -0.0094 0.0844 0.0140 -0.32
C -4.180789 -0.217916 0.286938 -0.0256 -0.0283 0.0219 -0.18
C 6.133734 -2.309509 2.558752 0.0807 0.1002 0.0606 -0.88
C 1.772423 2.899464 -3.379350 -0.0386 -0.0517 -0.0606 -0.92
C 3.756785 -1.703885 2.361568 0.1141 -0.4838 -0.1286 1.33
H -3.772913 -0.099353 -4.133289 -0.0536 0.0047 -0.0131 0.41
H 2.348413 -4.131280 -4.759955 0.0133 0.0128 -0.0083 0.36
H -1.503049 -1.612085 1.780781 0.2261 0.0512 0.1313 0.43
H -3.978829 1.088542 2.644830 0.0062 -0.0360 0.0043 0.44
H 0.674402 1.116942 -3.866057 0.0409 0.0151 -0.0141 0.43
O 1.139145 0.999240 3.965555 0.0053 -0.2094 0.2178 -0.61
C 2.840612 -2.408403 -3.558800 0.0580 -0.0387 -0.0568 -0.80
H 2.978764 3.645115 -0.309272 0.0114 -0.0281 0.0072 0.43
O -0.805609 0.850657 1.529658 0.1242 -0.7413 0.1291 -0.90
C 0.550696 0.680370 4.992462 0.1004 1.0905 -0.0689 0.57
C 0.384046 -1.143834 5.031027 -0.1055 -1.1223 -0.0507 0.55
C 2.477949 3.092419 -1.095672 0.0075 0.0442 -0.0196 -0.87
H 1.934797 1.450733 0.185538 0.0185 -0.0283 0.0959 0.28
C 2.420479 3.612757 -2.380945 0.0669 0.0793 0.0388 -0.47
H -0.821634 1.985847 -0.700609 0.0186 0.0048 0.0137 1.14
H 3.171730 -4.739722 0.031643 -0.0148 0.0204 -0.0254 0.37
H -3.303564 2.909907 -3.739857 -0.0145 -0.0091 -0.0243 0.38
H -4.187155 5.346150 3.002335 0.0031 -0.0065 0.0103 0.38
C 1.969209 -3.312849 -4.158788 -0.0282 0.0188 0.0420 -0.53
C -2.426900 2.261356 -3.764642 0.0780 -0.0872 0.1774 -1.86
C 0.606707 -3.163986 -3.956654 -0.0466 -0.0886 -0.0817 -0.84
C 0.974326 -1.220763 -2.567629 0.0847 -0.1476 0.0073 -0.37
H 2.888165 4.564758 -2.607438 -0.0181 0.0038 0.0146 0.37
C -3.348113 -2.611617 1.386709 -0.0316 -0.0356 0.0035 -0.88
H -6.029975 -1.222359 -0.128509 0.0116 0.0192 0.0108 0.37
H 3.027143 -0.697990 -2.282634 0.0297 -0.0116 0.0131 0.42
C 2.438153 -1.939957 1.847553 0.2554 0.4235 -0.0461 -0.83
O -0.006738 -1.511111 3.932249 -0.1314 0.3171 0.2755 -0.50
C -4.623614 -2.514157 0.851321 0.0091 -0.1010 0.0284 -0.45
C 4.607897 -3.670623 1.180168 -0.1076 -0.1613 -0.1402 -0.81
H 5.465067 0.446882 4.396741 -0.0324 0.0261 -0.0237 0.40
C -3.770506 4.461526 2.534820 0.0202 -0.0541 -0.0263 -0.45
C -2.894371 -0.305871 0.821949 0.1629 0.1738 0.0928 -0.93
C 2.284278 -3.035673 1.020555 -0.0970 0.0521 0.1840 0.30
O 0.914687 -0.801195 -0.319777 -0.0731 0.7108 -0.0215 -0.20
H 7.338272 -1.061285 3.799445 0.0082 -0.0167 -0.0306 0.34
C -2.795661 4.575801 1.552626 -0.0423 0.0919 0.0241 -0.86
H -0.088286 -3.863903 -4.409471 0.0205 0.0002 -0.0016 0.38
H 5.429381 -4.332362 0.920981 0.0239 0.0259 0.0097 0.27
C -4.188852 3.195717 2.917042 -0.0756 0.1019 0.0519 -0.87
C 3.348239 -3.892651 0.687748 0.1961 -0.1068 0.1128 -0.84
C -2.260461 3.445349 0.957557 -0.0289 -0.0199 -0.0884 -0.43
C -2.601922 1.103941 -2.785723 -0.1822 0.0513 -0.2635 1.14
H -2.443576 5.557936 1.256515 0.0125 -0.0191 -0.0244 0.39
H -2.284552 1.868406 -4.772482 -0.0061 0.0415 -0.0295 0.34
C 4.033908 -0.606880 3.218110 0.2344 0.0735 0.0671 -0.42
Ru 0.914205 -0.361955 1.888174 -0.7025 -0.1056 -0.6247 1.08
H -3.009498 -3.541242 1.828834 0.0016 0.0015 -0.0133 0.43
O 0.697230 -1.604142 6.100121 0.0169 0.3589 -0.0871 -0.60
C -5.035526 -1.311187 0.296836 -0.0333 0.0825 -0.0405 -1.01
H -0.957323 -2.034148 -3.032473 0.0396 -0.0348 0.0049 0.30
H 1.313180 -3.241800 0.585181 0.0050 0.0776 -0.0603 0.21
C 2.347751 -1.379502 -2.779027 -0.1610 0.0285 0.0384 -0.19
H -5.293745 -3.366620 0.870427 0.0089 0.0019 -0.0085 0.35
C 6.349433 -1.247278 3.392968 0.1689 -0.1667 -0.0554 -0.32
H -4.740961 0.883038 -2.995665 -0.0279 -0.0194 -0.0247 0.35
H 3.228990 0.072554 3.465989 -0.0830 -0.0220 0.0413 0.50
C 1.229301 1.150571 -1.799794 -0.0420 -0.2080 -0.0447 -0.41
C -3.652337 2.066123 2.317231 0.1031 -0.0113 -0.1019 -0.31
H -1.545463 2.834425 -3.474834 -0.0060 0.0015 -0.0268 0.42
H -1.446794 -0.932101 -1.162752 0.0409 -0.0591 -0.0688 1.84
C -1.953010 0.921410 0.778975 0.1016 0.2005 -0.2378 3.03
C -2.687360 2.167774 1.315593 -0.0760 0.0525 0.2247 0.07
H -3.894857 -0.568309 -2.419312 -0.0358 -0.0042 -0.0289 0.36
O 0.065016 1.196887 5.965935 -0.0073 -0.3328 -0.0896 -0.59
C 1.182938 1.676100 -3.091024 0.0225 0.1200 0.0434 -0.19
C -2.492136 -1.518822 1.367856 -0.0438 0.1243 -0.0635 -0.27
C 0.111699 -2.130269 -3.170046 0.0225 0.1121 0.0068 -0.40
C 4.845185 -2.574080 2.032978 -0.1388 0.2286 0.1096 0.94
C 0.545716 -0.202328 -1.495363 -0.1610 -0.2013 0.1129 1.67
H 6.954293 -2.963292 2.276498 -0.0097 -0.0250 0.0397 0.31
C -3.843413 0.273109 -3.110283 0.2178 0.0430 0.1196 -1.80
H -4.506266 0.722496 -0.138425 -0.0345 -0.0453 0.0355 0.56
O -2.704960 1.593285 -1.468097 0.0363 -0.0124 -0.0046 -0.48
```
Forces are in eV/Å.

Results
HOMO level (alpha / beta), eV: -1.0182 / -2.0169
Multiplicity: 6
Net charge: -2

---

The following ΔE to the lowest compared entry with this formula, charge and spin values (in kcal per mole) correspond, in order, to the records above: 65.3 0.0.